(1)
The following is a DFT calculation (ωB97M-V/def2-TZVPD) of the ion C17H20F2N with charge +1 at a distorted geometry.

Structure (ORCA input):
```
! wB97M-V def2-TZVPD RIJCOSX def2/J DEFGRID3
* xyz 1 1
C 3.375 1.418 -0.689
C 2.067 1.464 0.120
N 1.149 0.173 0.146
C 1.472 -0.917 1.183
C 2.756 -1.747 1.115
C -0.330 0.572 0.191
C -0.954 0.745 -1.227
C -0.679 1.977 -1.837
C -0.923 2.199 -3.191
C -1.545 1.222 -3.972
C -1.974 0.085 -3.310
F -2.504 -0.934 -4.066
C -1.737 -0.174 -1.953
C -1.233 -0.309 1.096
C -1.581 0.179 2.365
C -2.187 -0.628 3.327
C -2.576 -1.940 3.039
C -2.359 -2.351 1.730
F -2.624 -3.667 1.431
C -1.756 -1.561 0.735
H 3.525 2.335 -1.279
H 4.226 1.400 0.002
H 3.482 0.608 -1.431
H 2.256 1.792 1.150
H 1.419 2.230 -0.319
H 1.243 -0.246 -0.788
H 1.317 -0.458 2.161
H 0.654 -1.632 1.077
H 2.604 -2.612 1.789
H 3.031 -2.133 0.119
H 3.604 -1.196 1.531
H -0.258 1.558 0.693
H -0.275 2.787 -1.207
H -0.631 3.155 -3.625
H -1.658 1.357 -5.048
H -2.076 -1.119 -1.547
H -1.406 1.238 2.598
H -2.359 -0.240 4.329
H -2.987 -2.618 3.795
H -1.568 -2.010 -0.234
*
```

The total energy comes out at -24871.13746 eV. The SMILES is CC[NH+](CC)C(c1cccc(F)c1)c1cccc(F)c1. For the HOMO-LUMO gap, the calculation gives 9.75 eV. The energy relative to the best compared isomer or geometry (same formula, charge and spin) is 17.8 kcal/mol.

=====

(2)
The following is a DFT calculation (ωB97M-V/def2-TZVPD) of the molecule C17H20FNO.

Structure (ORCA input):
```
! wB97M-V def2-TZVPD RIJCOSX def2/J DEFGRID3
* xyz 0 1
C -3.540 -3.772 0.291
O -4.029 -2.458 0.389
C -3.238 -1.435 -0.047
C -1.960 -1.580 -0.574
C -1.253 -0.463 -0.986
C -1.789 0.811 -0.883
C -0.998 2.022 -1.290
C -0.383 2.722 -0.070
C 0.606 1.816 0.670
C 1.143 2.495 1.934
N 1.678 1.462 -0.234
C 2.471 0.347 -0.133
C 2.105 -0.791 0.593
C 2.908 -1.915 0.599
C 4.089 -1.911 -0.119
F 4.878 -3.014 -0.107
C 4.483 -0.803 -0.846
C 3.676 0.315 -0.847
C -3.068 0.946 -0.353
C -3.785 -0.156 0.059
H -2.635 -3.912 0.892
H -4.332 -4.411 0.680
H -3.332 -4.048 -0.748
H -1.504 -2.553 -0.672
H -0.260 -0.593 -1.392
H -0.197 1.725 -1.969
H -1.647 2.730 -1.808
H -1.176 3.010 0.621
H 0.131 3.630 -0.394
H 0.080 0.901 0.950
H 0.332 2.709 2.625
H 1.860 1.845 2.431
H 1.640 3.430 1.682
H 2.136 2.261 -0.650
H 1.185 -0.809 1.156
H 2.626 -2.792 1.159
H 5.411 -0.822 -1.396
H 3.976 1.187 -1.412
H -3.509 1.929 -0.267
H -4.779 -0.056 0.466
*
```

The total energy comes out at -24208.69353 eV. The SMILES is COc1ccc(CC[C@H](C)Nc2ccc(F)cc2)cc1. For the HOMO-LUMO gap, the calculation gives 8.45 eV. The energy relative to the best compared isomer or geometry (same formula, charge and spin) is 0.0 kcal/mol.

=====

(3)
The following is a DFT calculation (ωB97M-V/def2-TZVPD) of the molecule C17H20I3NO8 at a distorted geometry.

Structure (ORCA input):
```
! wB97M-V def2-TZVPD RIJCOSX def2/J DEFGRID3
* xyz 0 1
C 0.656 3.531 3.911
C 0.204 3.049 2.525
C -0.202 1.542 2.517
C 0.992 0.606 2.855
C 0.817 -0.806 2.339
C -0.076 -1.702 2.962
I -1.292 -1.106 4.755
C -0.271 -2.990 2.496
C 0.376 -3.418 1.298
I -0.131 -5.442 0.398
C 1.326 -2.553 0.710
N 1.959 -2.961 -0.451
C 1.574 -1.256 1.215
I 3.187 -0.067 0.188
C -0.918 1.218 1.193
O -2.127 1.081 1.196
O -0.208 1.431 0.092
C -0.790 0.946 -1.111
O -0.595 -0.467 -1.133
C -1.168 -1.074 -2.313
C -1.196 -2.608 -2.195
O -0.231 -3.258 -2.517
O -2.304 -3.116 -1.628
C -0.413 -0.550 -3.565
O -1.004 -1.061 -4.755
C -0.486 0.944 -3.605
O 0.340 1.414 -4.652
C 0.030 1.525 -2.277
O 0.078 2.934 -2.213
H 1.002 4.584 3.863
H -0.169 3.408 4.642
H 1.511 2.978 4.261
H 1.059 3.268 1.821
H -0.672 3.672 2.284
H -0.983 1.402 3.283
H 1.080 0.581 3.947
H 1.903 1.064 2.457
H -0.964 -3.602 3.013
H 2.336 -2.198 -1.003
H 1.476 -3.660 -0.980
H -1.826 1.271 -1.195
H -2.250 -0.784 -2.405
H -2.057 -4.012 -1.342
H 0.665 -0.794 -3.509
H -0.391 -0.957 -5.513
H -1.519 1.272 -3.733
H 0.448 2.402 -4.644
H 1.052 1.148 -2.215
H 0.173 3.170 -1.270
*
```

The total energy comes out at -60125.15781 eV. The SMILES is CC[C@H](Cc1c(I)cc(I)c(N)c1I)C(=O)O[C@@H]1O[C@H](C(=O)O)[C@@H](O)[C@H](O)[C@H]1O. For the HOMO-LUMO gap, the calculation gives 7.48 eV. The energy relative to the best compared isomer or geometry (same formula, charge and spin) is 0.0 kcal/mol.

=====

Listing E_LUMO for the structures above in their given order: -2.74; 0.79; -0.92 eV.